{"formula": "C40H60O30", "method": "the ωB97M-V functional and the def2-TZVPD basis", "symbols": ["C", "C", "C", "O", "C", "O", "O", "H", "H", "H", "H", "H", "H", "C", "C", "C", "O", "C", "O", "O", "H", "H", "H", "H", "H", "H", "C", "C", "C", "O", "C", "O", "O", "H", "H", "H", "H", "H", "H", "C", "C", "C", "O", "C", "O", "O", "H", "H", "H", "H", "H", "H", "C", "C", "C", "O", "C", "O", "O", "H", "H", "H", "H", "H", "H", "C", "C", "C", "O", "C", "O", "O", "H", "H", "H", "H", "H", "H", "C", "C", "C", "O", "C", "O", "O", "H", "H", "H", "H", "H", "H", "C", "C", "C", "O", "C", "O", "O", "H", "H", "H", "H", "H", "H", "C", "C", "C", "O", "C", "O", "O", "H", "H", "H", "H", "H", "H", "C", "C", "C", "O", "C", "O", "O", "H", "H", "H", "H", "H", "H"], "positions_angstrom": [[-6.69, 19.52, 17.83], [-6.94, 20.99, 17.50], [-7.10, 21.91, 18.65], [-6.17, 22.93, 18.43], [-5.38, 22.58, 17.37], [-4.41, 23.20, 16.94], [-5.83, 21.49, 16.73], [-6.63, 18.88, 16.94], [-7.48, 19.13, 18.47], [-5.76, 19.55, 18.38], [-7.84, 21.09, 16.89], [-7.01, 21.35, 19.58], [-8.09, 22.37, 18.71], [-3.28, 14.19, 17.23], [-2.81, 15.57, 17.63], [-3.35, 16.78, 16.89], [-4.07, 17.45, 17.93], [-3.85, 16.92, 19.10], [-4.18, 17.31, 20.19], [-3.18, 15.83, 18.92], [-2.78, 13.44, 17.84], [-3.14, 14.05, 16.16], [-4.34, 13.99, 17.40], [-1.72, 15.56, 17.66], [-4.06, 16.38, 16.17], [-2.58, 17.33, 16.36], [-1.77, 19.49, 19.56], [-1.15, 20.80, 18.88], [-1.77, 22.06, 19.32], [-0.65, 22.86, 19.60], [0.44, 22.14, 19.60], [1.52, 22.55, 19.90], [0.17, 20.86, 19.27], [-2.84, 19.51, 19.35], [-1.51, 19.37, 20.61], [-1.32, 18.70, 18.95], [-1.24, 20.65, 17.81], [-2.37, 22.06, 20.23], [-2.37, 22.47, 18.51], [-0.47, 17.56, 9.70], [-1.49, 17.86, 10.83], [-2.61, 16.81, 11.17], [-2.67, 16.79, 12.54], [-1.54, 17.41, 13.02], [-1.20, 17.45, 14.19], [-0.76, 17.75, 12.03], [0.32, 16.88, 10.02], [0.02, 18.47, 9.35], [-0.86, 17.11, 8.79], [-1.86, 18.87, 10.61], [-2.41, 15.80, 10.80], [-3.57, 17.08, 10.72], [-4.23, 10.02, 14.62], [-3.53, 9.65, 15.88], [-2.97, 10.79, 16.66], [-3.33, 10.55, 17.99], [-4.24, 9.59, 18.08], [-4.92, 9.36, 19.07], [-4.48, 9.13, 16.85], [-4.87, 9.24, 14.22], [-3.46, 10.28, 13.89], [-4.91, 10.86, 14.78], [-2.70, 8.97, 15.70], [-3.42, 11.68, 16.22], [-1.88, 10.79, 16.63], [1.52, 19.10, 14.73], [2.16, 18.25, 15.82], [2.22, 18.98, 17.18], [1.60, 18.09, 18.08], [1.10, 17.05, 17.46], [0.53, 16.06, 17.93], [1.26, 17.20, 16.14], [1.53, 18.46, 13.84], [2.07, 20.02, 14.50], [0.50, 19.34, 15.02], [3.16, 17.88, 15.57], [1.72, 19.93, 17.04], [3.28, 19.23, 17.29], [-6.52, 14.20, 10.83], [-5.79, 14.93, 11.93], [-6.22, 14.57, 13.37], [-5.08, 13.92, 13.92], [-4.10, 13.86, 13.03], [-2.99, 13.42, 13.34], [-4.48, 14.29, 11.91], [-7.61, 14.14, 10.88], [-6.25, 13.17, 11.06], [-6.22, 14.47, 9.81], [-5.74, 16.00, 11.73], [-7.11, 13.95, 13.43], [-6.39, 15.45, 13.99], [-10.05, 11.90, 17.16], [-8.78, 11.14, 17.58], [-7.63, 11.38, 16.63], [-6.77, 12.25, 17.38], [-7.22, 12.37, 18.62], [-6.66, 13.00, 19.49], [-8.39, 11.67, 18.81], [-10.41, 11.60, 16.18], [-10.00, 12.98, 17.11], [-10.87, 11.76, 17.87], [-8.98, 10.08, 17.76], [-7.95, 12.00, 15.79], [-7.18, 10.43, 16.34], [-6.34, 13.23, 22.57], [-4.85, 12.84, 22.53], [-4.02, 13.10, 21.31], [-2.82, 13.70, 21.79], [-3.00, 13.98, 23.05], [-2.17, 14.50, 23.74], [-4.22, 13.68, 23.46], [-6.76, 13.24, 23.58], [-6.94, 12.51, 22.02], [-6.51, 14.20, 22.10], [-4.66, 11.85, 22.93], [-4.47, 13.82, 20.63], [-3.70, 12.21, 20.76], [-3.32, 18.54, 23.13], [-4.82, 18.38, 23.29], [-5.32, 16.92, 23.19], [-6.05, 16.72, 24.41], [-5.99, 17.80, 25.20], [-6.59, 17.93, 26.26], [-5.15, 18.65, 24.64], [-2.90, 17.89, 22.37], [-2.76, 18.33, 24.04], [-3.14, 19.55, 22.77], [-5.44, 19.04, 22.69], [-4.48, 16.23, 23.13], [-5.92, 16.88, 22.28]], "mulliken_charge": [-1.0554, 0.5189, -0.4143, -0.3217, 0.6477, -0.5960, -0.3319, 0.3085, 0.3743, 0.0768, 0.2635, 0.2338, 0.2983, -1.5978, 0.6209, 0.5441, -0.2442, 0.6901, -0.4265, -0.3643, 0.3975, 0.2415, 0.4128, -0.2301, -0.1572, 0.1436, -0.6279, 0.5952, -0.0342, -0.3636, 0.6038, -0.5875, -0.3751, 0.0776, 0.2440, -0.0756, 0.0887, 0.1824, 0.2132, -1.4889, 0.4255, -0.5562, -0.1282, 0.3432, -0.4368, -0.2705, 0.3682, 0.3853, 0.3629, 0.2732, 0.2953, 0.3598, -1.1409, 0.4785, 0.2714, -0.2602, 0.6874, -0.5756, -0.4098, 0.3920, 0.3895, 0.0533, 0.2513, -0.4020, 0.3497, -1.2964, 0.3356, -0.4133, -0.2936, 0.7079, -0.6744, -0.2234, 0.3014, 0.4377, 0.2457, 0.3026, 0.2300, 0.3451, -1.4943, 0.6623, -0.5313, -0.0189, 0.5266, -0.6513, -0.3928, 0.3847, 0.3894, 0.3249, 0.3197, 0.2466, 0.2482, -1.4993, 0.2612, -0.1771, 0.2086, 0.1877, -0.4768, -0.3573, 0.4000, 0.3216, 0.3901, 0.3198, 0.1224, 0.2629, -1.1730, 0.6323, 0.2952, -0.2895, 0.6512, -0.6362, -0.3519, 0.4112, 0.3204, 0.1383, 0.2320, -0.0355, -0.0789, -1.3361, 0.8997, 0.2897, -0.3921, 0.5344, -0.6053, -0.4280, 0.2539, 0.4254, 0.2605, 0.1334, -0.3456, 0.2206], "orbital_gap_ev": 9.4, "e_homo_ev": -9.9, "smiles": "C[C@H]1COC(=O)O1.C[C@H]1COC(=O)O1.C[C@H]1COC(=O)O1.C[C@H]1COC(=O)O1.C[C@H]1COC(=O)O1.C[C@H]1COC(=O)O1.C[C@H]1COC(=O)O1.C[C@H]1COC(=O)O1.C[C@H]1COC(=O)O1.C[C@H]1COC(=O)O1", "lumo_ev": -0.478, "charge": 0, "spin_multiplicity": 1}


{"formula": "C40H61F17NO5S", "method": "the ωB97M-V functional and the def2-TZVPD basis", "symbols": ["C", "C", "C", "C", "C", "C", "C", "C", "O", "O", "S", "O", "O", "C", "C", "C", "C", "C", "C", "F", "F", "C", "F", "F", "F", "C", "C", "C", "F", "C", "F", "F", "C", "C", "C", "C", "O", "C", "C", "C", "F", "F", "C", "F", "F", "C", "F", "F", "C", "F", "F", "F", "H", "H", "H", "H", "H", "H", "H", "H", "H", "H", "H", "H", "H", "H", "H", "H", "H", "H", "H", "H", "H", "H", "H", "H", "H", "H", "H", "H", "H", "H", "H", "H", "H", "H", "H", "H", "H", "C", "C", "C", "C", "N", "C", "C", "C", "C", "C", "C", "C", "H", "H", "H", "H", "H", "H", "H", "H", "H", "H", "H", "H", "H", "H", "H", "H", "H", "H", "H", "H", "H", "H", "H", "H"], "positions_angstrom": [[5.64, -4.64, 4.32], [5.11, -3.49, 3.47], [4.97, -3.89, 2.00], [4.51, -2.77, 1.06], [2.98, -2.55, 0.93], [2.50, -3.35, -0.29], [2.96, -4.79, -0.31], [2.12, -5.80, -0.95], [2.33, -5.71, 0.52], [2.40, -3.19, 2.12], [0.87, -3.10, 2.49], [0.81, -2.55, 3.81], [0.22, -4.33, 2.20], [0.21, -1.91, 1.33], [1.07, -0.73, 0.77], [0.52, 0.56, 1.46], [0.67, 1.91, 0.72], [0.71, 3.09, 1.68], [0.69, 4.40, 0.92], [1.67, 4.43, -0.01], [-0.48, 4.53, 0.25], [0.87, 5.66, 1.82], [0.47, 5.39, 3.08], [0.13, 6.68, 1.38], [2.15, 6.04, 1.86], [0.73, -0.63, -0.73], [-0.77, -0.40, -1.05], [-1.46, -1.58, -1.65], [-0.93, -2.05, -2.80], [-2.54, -2.16, -1.20], [-3.21, -3.12, -1.82], [-3.14, -1.81, -0.05], [2.62, -1.01, 1.00], [3.52, -0.18, 0.05], [3.78, -0.56, -1.42], [4.13, 0.70, -2.21], [4.49, 0.46, -3.55], [2.99, -0.60, 2.47], [3.48, 0.84, 2.65], [3.48, 1.31, 4.11], [3.03, 0.35, 4.94], [2.65, 2.37, 4.27], [4.87, 1.71, 4.66], [4.69, 2.16, 5.91], [5.64, 0.61, 4.72], [5.64, 2.86, 3.91], [4.75, 3.80, 3.57], [6.50, 3.38, 4.78], [6.47, 2.51, 2.61], [7.60, 3.21, 2.60], [6.78, 1.21, 2.51], [5.77, 2.84, 1.51], [4.90, -5.44, 4.38], [5.89, -4.31, 5.33], [6.53, -5.07, 3.86], [5.82, -2.65, 3.52], [4.15, -3.16, 3.87], [5.96, -4.20, 1.65], [4.33, -4.78, 1.92], [4.99, -1.85, 1.40], [4.90, -2.96, 0.06], [1.42, -3.37, -0.38], [2.93, -2.91, -1.20], [4.04, -4.93, -0.44], [2.55, -6.73, -1.27], [1.07, -5.60, -1.15], [-0.14, -2.54, 0.51], [-0.67, -1.57, 1.87], [-0.55, 0.41, 1.58], [0.88, 0.66, 2.48], [-0.21, 2.06, 0.09], [1.52, 1.94, 0.04], [1.60, 3.09, 2.31], [-0.18, 3.09, 2.31], [1.30, 0.18, -1.19], [1.04, -1.53, -1.25], [-1.35, -0.10, -0.18], [-0.86, 0.42, -1.77], [3.14, 0.85, 0.05], [4.51, -0.11, 0.50], [4.64, -1.24, -1.48], [2.94, -1.05, -1.92], [4.92, 1.26, -1.67], [3.26, 1.37, -2.24], [5.17, -0.23, -3.57], [3.76, -1.26, 2.86], [2.13, -0.76, 3.12], [2.88, 1.56, 2.09], [4.49, 0.93, 2.27], [-3.56, 2.49, -1.53], [-4.34, 1.18, -1.39], [-4.82, 0.59, -2.72], [-5.71, 1.46, -3.59], [-7.22, 1.49, -3.31], [-7.67, 0.92, -1.98], [-7.74, 2.08, -0.98], [-7.39, 3.34, -1.79], [-7.67, 2.94, -3.22], [-7.97, 0.83, -4.45], [-7.84, -0.68, -4.57], [-6.56, -1.22, -5.21], [-4.16, 3.30, -1.93], [-3.18, 2.81, -0.56], [-2.70, 2.36, -2.20], [-5.16, 1.31, -0.69], [-3.68, 0.44, -0.94], [-5.28, -0.39, -2.55], [-3.94, 0.38, -3.33], [-5.63, 1.12, -4.62], [-5.37, 2.49, -3.58], [-8.65, 0.50, -2.15], [-7.01, 0.11, -1.68], [-7.06, 1.94, -0.14], [-8.74, 2.14, -0.56], [-6.35, 3.63, -1.65], [-8.00, 4.20, -1.50], [-7.14, 3.51, -3.97], [-8.74, 2.96, -3.44], [-7.64, 1.32, -5.36], [-9.02, 1.09, -4.29], [-8.68, -0.98, -5.20], [-8.02, -1.16, -3.60], [-6.32, -0.68, -6.12], [-6.70, -2.27, -5.48], [-5.70, -1.18, -4.54]], "mulliken_charge": [-1.5669, 0.0309, -1.1880, -1.4256, 1.7406, -0.1138, -0.0837, -0.7754, -0.4398, -0.2078, 1.6644, -0.7747, -0.7662, -1.7275, 1.5595, -1.4121, -1.2822, -0.3829, 0.7248, -0.3099, -0.3461, 0.6612, -0.2728, -0.2608, -0.2463, -1.0059, -0.6761, 0.1653, -0.4317, 0.1967, -0.3192, -0.2534, 1.5303, -1.1567, -1.3522, -0.6830, -0.5841, -1.2025, 0.2251, 0.7473, -0.3187, -0.3254, 0.4903, -0.3201, -0.2452, 0.5471, -0.2309, -0.3263, 0.7697, -0.2945, -0.2309, -0.2189, 0.3301, 0.4320, 0.3518, 0.2345, 0.1338, 0.7162, 0.2624, 0.3187, 0.6612, -0.2236, 0.1105, 0.4241, 0.3317, 0.2467, 0.1775, 0.6823, 1.0150, 0.7348, 0.8509, 0.0865, 0.1357, 0.5085, 0.0852, 1.0280, 0.0503, 0.3492, -0.0610, 0.9697, 0.7984, 0.2645, 0.3625, 0.1891, 0.3714, 0.1572, 0.6458, -0.9340, -0.0700, -1.6091, 0.8590, -1.1389, -1.0658, 0.5663, -0.7685, -1.0379, -0.1963, -0.9976, -0.9634, -0.2997, -1.1786, 0.4270, 0.4195, 0.2770, 0.0485, -0.4055, 0.4930, 0.6230, 0.3994, 0.4992, 0.7501, 0.2764, 0.4064, 0.3838, -0.0148, 0.4998, 0.5024, 0.5335, 0.5681, 0.4863, 0.4309, 0.2849, 0.3208, 0.4053, 0.1927], "orbital_gap_ev": 9.3, "e_homo_ev": -11.6, "lumo_ev": -2.310, "charge": 1, "spin_multiplicity": 1}


The lowest charge belongs to which entry? C40H60O30